(1)
A molecular structure, C33H75GeN3O7P2SSeSiSnTe, computed with ωB97M-V/def2-TZVPD.

Computed properties:
total energy	-226518.036	eV
energy relative to the best compared isomer or geometry (same formula, charge and spin)	0.00	kcal/mol
total charge	+2
HOMO-LUMO gap	7.0	eV

```
126
C33H75GeN3O7P2SSeSiSnTe (ωB97M-V/def2-TZVPD)
Sn 0.302 0.381 1.650
C 3.670 1.943 6.637
Ge 2.723 1.397 5.033
C 3.290 2.510 3.530
C 0.786 1.495 5.259
C 3.252 -0.462 4.631
Se 2.165 -1.452 3.346
C 0.913 -2.246 4.604
H 3.458 2.987 6.864
H 4.744 1.837 6.492
H 3.376 1.340 7.496
H 3.083 3.559 3.748
H 2.781 2.258 2.599
H 4.364 2.408 3.370
H 0.497 2.521 5.491
H 0.448 0.858 6.077
H 0.256 1.197 4.351
H 3.258 -1.088 5.524
H 4.268 -0.466 4.235
H 0.338 -1.473 5.106
H 1.488 -2.825 5.322
H 0.255 -2.900 4.040
O -1.563 1.032 0.748
P -2.467 2.051 0.062
N -3.623 1.473 -0.936
C -3.275 1.028 -2.301
C -4.513 0.259 -2.745
C -4.985 -0.405 -1.453
C -4.758 0.678 -0.402
N -1.485 3.026 -0.810
C -1.989 4.159 -1.609
C -1.090 4.159 -2.838
C 0.257 3.724 -2.263
C -0.107 2.669 -1.212
N -3.308 2.824 1.228
C -2.535 3.354 2.380
C -3.286 4.621 2.811
C -4.072 5.035 1.568
C -4.477 3.696 0.970
H -2.400 0.370 -2.281
H -3.053 1.881 -2.941
H -4.297 -0.448 -3.545
H -5.272 0.955 -3.105
H -4.370 -1.278 -1.225
H -6.025 -0.726 -1.493
H -4.516 0.269 0.579
H -5.636 1.318 -0.294
H -1.871 5.093 -1.052
H -3.048 4.032 -1.840
H -1.052 5.132 -3.323
H -1.442 3.429 -3.569
H 0.751 4.571 -1.787
H 0.933 3.326 -3.017
H 0.572 2.717 -0.356
H -0.064 1.655 -1.625
H -1.511 3.587 2.069
H -2.487 2.614 3.179
H -2.603 5.393 3.159
H -3.970 4.391 3.628
H -3.433 5.581 0.871
H -4.931 5.660 1.802
H -4.706 3.735 -0.093
H -5.349 3.291 1.490
C 4.450 -4.037 -1.116
C 3.488 -3.716 -2.246
C 2.162 -4.439 -2.067
C 4.101 -4.021 -3.601
O 3.274 -2.273 -2.183
Si 2.134 -1.170 -2.149
S 1.064 -1.491 -0.208
O 0.875 -1.311 -3.153
C 0.709 -0.845 -4.538
C 0.364 0.633 -4.485
C 1.999 -1.078 -5.305
C -0.433 -1.668 -5.102
O 2.735 0.320 -2.091
C 3.989 0.824 -1.531
C 3.834 2.331 -1.486
C 5.137 0.417 -2.440
C 4.157 0.251 -0.129
H 4.716 -5.094 -1.136
H 3.995 -3.814 -0.149
H 5.364 -3.452 -1.219
H 2.325 -5.516 -2.103
H 1.464 -4.177 -2.866
H 1.715 -4.198 -1.102
H 4.330 -5.084 -3.676
H 5.025 -3.459 -3.741
H 3.410 -3.767 -4.403
H 1.176 1.198 -4.025
H -0.548 0.789 -3.909
H 0.202 1.015 -5.494
H 2.829 -0.523 -4.861
H 1.884 -0.735 -6.333
H 2.251 -2.137 -5.329
H -1.337 -1.527 -4.505
H -0.180 -2.729 -5.112
H -0.652 -1.358 -6.123
H 3.620 2.719 -2.482
H 4.754 2.793 -1.129
H 3.021 2.616 -0.816
H 4.998 0.838 -3.437
H 5.208 -0.666 -2.522
H 6.077 0.797 -2.040
H 3.306 0.533 0.498
H 5.059 0.648 0.337
H 4.248 -0.839 -0.155
C -1.623 -5.983 2.648
C -1.812 -4.970 1.551
O -1.313 -3.682 2.042
P -1.674 -2.327 1.343
O -0.961 -1.263 2.149
Te -1.065 -2.267 -1.020
O -3.229 -2.179 1.287
C -4.034 -2.050 2.515
C -5.447 -2.445 2.183
H -1.974 -6.955 2.301
H -2.190 -5.711 3.537
H -0.571 -6.074 2.915
H -2.863 -4.853 1.281
H -1.237 -5.216 0.658
H -3.949 -1.009 2.828
H -3.598 -2.691 3.283
H -5.883 -1.769 1.448
H -6.053 -2.405 3.088
H -5.487 -3.460 1.791
```

Here are the Mulliken charges for atoms 1 to 5, given in e: number 1, Sn, carries 1.375; number 2, C, carries -1.182; number 3, Ge, carries 0.456; number 4, C, carries -0.892; number 5, C, carries -1.056



(2)
A molecular structure, C33H75HgN6O11, computed with ωB97M-V/def2-TZVPD.

Computed properties:
total energy	-71070.164	eV
energy relative to the best compared isomer or geometry (same formula, charge and spin)	41.63	kcal/mol
total charge	-1
HOMO-LUMO gap	5.5	eV

```
126
C33H75HgN6O11 (ωB97M-V/def2-TZVPD)
Hg -0.462 0.105 -0.990
C 3.053 -2.846 -1.390
C 2.801 -1.513 -2.069
C 2.608 -1.710 -3.537
O 1.788 -0.688 -1.574
H 2.359 -3.615 -1.731
H 3.033 -2.710 -0.309
H 4.089 -3.079 -1.637
H 3.743 -0.973 -1.972
H 3.449 -2.085 -4.120
H 2.472 -0.751 -4.039
H 1.747 -2.353 -3.719
C -0.420 -1.116 4.694
C 0.228 -0.156 5.577
C 0.795 1.199 4.893
O 1.318 2.010 5.626
C 0.631 1.286 3.438
C 0.008 0.320 2.702
C -0.523 -0.977 3.357
O -1.078 -1.952 2.758
O -0.014 0.541 1.408
O 0.371 -0.253 6.832
H -0.808 -1.984 5.207
H 1.040 2.179 2.989
C -4.729 -0.473 -2.238
C -3.212 -0.559 -2.230
C -2.478 0.293 -3.279
O -1.054 0.091 -3.153
C -0.156 0.466 -4.215
N -2.738 -0.157 -0.930
H -5.223 -0.829 -1.334
H -5.016 -1.152 -3.041
H -5.046 0.548 -2.450
H -3.001 -1.611 -2.424
H -2.724 1.344 -3.130
H -2.880 0.039 -4.260
H -0.067 -0.367 -4.912
H 0.838 0.697 -3.833
H -0.493 1.319 -4.804
H -3.240 0.693 -0.721
H -3.185 -0.850 -0.347
C 5.274 -0.336 1.089
C 4.055 -0.484 1.970
C 4.145 -0.081 3.493
O 5.154 -0.844 4.179
C 4.815 -2.184 4.430
N 3.040 0.243 1.275
H 5.656 0.681 1.188
H 5.021 -0.466 0.037
H 6.021 -1.111 1.259
H 3.768 -1.531 1.880
H 3.196 -0.223 4.010
H 4.280 1.001 3.524
H 5.511 -2.801 4.998
H 4.708 -2.677 3.464
H 3.920 -2.240 5.049
H 2.160 0.279 1.770
H 2.808 -0.280 0.443
C -0.910 -3.592 -2.176
C -1.376 -3.251 -0.771
C -1.289 -4.475 0.154
O -2.252 -5.442 -0.223
C -2.293 -6.619 0.627
N -0.550 -2.140 -0.265
H -1.641 -3.905 -2.921
H -0.127 -4.350 -2.187
H -0.522 -2.723 -2.708
H -2.419 -2.935 -0.800
H -1.604 -4.089 1.123
H -0.273 -4.862 0.223
H -1.414 -7.254 0.516
H -3.025 -7.294 0.184
H -2.448 -6.494 1.699
H -0.687 -2.126 0.736
H 0.397 -2.480 -0.355
C 0.381 4.362 -0.545
C -0.618 3.204 -0.648
C -1.932 3.654 -1.203
O -3.014 2.751 -0.991
C -4.252 3.304 -1.446
N 0.007 2.329 -1.639
H -0.028 5.147 0.091
H 0.665 4.797 -1.504
H 1.291 3.995 -0.071
H -0.645 2.767 0.350
H -1.871 3.984 -2.240
H -2.270 4.531 -0.651
H -5.077 2.592 -1.476
H -4.085 3.510 -2.504
H -4.531 4.192 -0.878
H -0.303 2.760 -2.498
H 1.003 2.492 -1.674
C -4.142 0.922 2.001
C -4.824 -0.484 2.175
C -6.332 -0.499 1.681
O -7.085 0.613 2.149
C -8.385 0.655 1.610
N -3.919 -1.432 1.548
H -3.097 0.875 2.308
H -4.618 1.691 2.609
H -4.403 1.140 0.965
H -4.821 -0.668 3.249
H -6.853 -1.408 1.978
H -6.353 -0.583 0.594
H -9.005 1.394 2.117
H -8.924 -0.290 1.686
H -8.242 0.905 0.559
H -2.985 -1.386 1.929
H -4.164 -2.341 1.914
C 4.308 2.188 -3.114
C 4.262 2.144 -1.559
C 4.954 3.378 -0.910
O 6.334 3.378 -1.187
C 7.097 4.278 -0.450
N 2.886 1.988 -1.162
H 5.359 2.014 -3.344
H 3.968 3.144 -3.512
H 3.745 1.358 -3.539
H 4.778 1.262 -1.177
H 4.719 3.348 0.153
H 4.424 4.234 -1.329
H 6.947 5.337 -0.663
H 8.154 4.178 -0.695
H 6.932 4.202 0.625
H 2.704 1.057 -1.509
H 2.940 1.752 -0.182
```

Here are the Mulliken charges for atoms 1 to 5, given in e: number 1, Hg, carries 4.183; number 2, C, carries -1.659; number 3, C, carries 1.030; number 4, C, carries -1.561; number 5, O, carries 0.316



(3)
9 unconnected molecules or ions with the total composition C33H75O24P3, computed with ωB97M-V/def2-TZVPD.

Computed properties:
total energy	-112446.128	eV
energy relative to the best compared isomer or geometry (same formula, charge and spin)	115.49	kcal/mol
total charge	0
HOMO-LUMO gap	10.4	eV

```
135
C33H75O24P3 (ωB97M-V/def2-TZVPD)
C 2.135 -0.564 0.723
O 1.011 -0.212 1.661
P -0.162 0.873 1.203
O 0.261 2.082 0.404
O -1.205 -0.126 0.375
C -1.102 -0.206 -1.058
O -0.936 1.103 2.574
C -1.683 2.321 2.785
H 3.141 -0.583 1.141
H 2.272 0.019 -0.188
H 1.852 -1.574 0.425
H -1.817 -0.940 -1.428
H -0.089 -0.525 -1.304
H -1.510 0.749 -1.392
H -2.044 2.536 3.791
H -2.561 2.342 2.140
H -1.192 3.264 2.546
C 0.596 -4.848 2.025
O 1.495 -4.957 3.198
P 2.821 -5.813 3.111
O 3.845 -5.544 4.183
O 3.248 -5.660 1.522
C 4.057 -4.601 1.193
O 2.247 -7.374 2.959
C 2.218 -8.090 4.191
H 0.763 -3.944 1.439
H -0.426 -5.046 2.349
H 0.936 -5.458 1.188
H 3.579 -3.677 1.519
H 4.318 -4.633 0.135
H 4.988 -4.679 1.755
H 2.870 -8.958 4.095
H 1.172 -8.289 4.423
H 2.677 -7.676 5.089
C -2.896 3.110 -0.747
O -3.189 3.445 -2.104
P -3.963 4.924 -2.366
O -5.330 5.082 -1.739
O -3.671 5.214 -4.003
C -3.898 4.167 -4.950
O -2.847 5.895 -1.791
C -1.777 6.392 -2.595
H -2.760 2.029 -0.703
H -3.789 3.470 -0.235
H -2.053 3.671 -0.345
H -4.581 4.555 -5.705
H -4.548 3.337 -4.675
H -2.988 3.685 -5.309
H -1.380 5.599 -3.229
H -0.907 6.679 -2.005
H -2.118 7.310 -3.074
C -3.279 -4.113 1.329
C -2.728 -3.518 -0.007
O -3.166 -4.272 -1.157
C -2.945 -3.967 -2.425
C -3.455 -5.028 -3.355
O -2.315 -2.914 -2.699
H -3.147 -3.419 2.160
H -2.854 -5.069 1.634
H -4.350 -4.236 1.171
H -2.987 -2.487 -0.247
H -1.661 -3.738 0.018
H -3.999 -5.815 -2.833
H -2.767 -5.569 -4.005
H -4.193 -4.564 -4.009
C 4.673 -3.179 -5.776
C 4.027 -2.690 -4.436
O 2.850 -3.423 -4.169
C 2.013 -3.197 -3.191
C 1.171 -4.419 -2.913
O 1.962 -2.321 -2.391
H 4.662 -4.243 -6.014
H 5.661 -2.736 -5.895
H 3.958 -2.801 -6.508
H 4.677 -2.841 -3.574
H 3.844 -1.631 -4.619
H 1.426 -5.308 -3.490
H 0.175 -4.254 -3.324
H 1.139 -4.692 -1.858
C 0.667 2.760 -3.334
C -0.694 2.503 -4.088
O -1.272 1.138 -3.929
C -1.749 0.476 -5.011
C -1.849 -0.967 -4.751
O -1.928 0.991 -6.073
H 0.637 2.869 -2.250
H 1.107 3.637 -3.809
H 1.236 1.838 -3.450
H -1.445 3.232 -3.783
H -0.437 2.614 -5.142
H -2.698 -1.014 -4.069
H -0.928 -1.389 -4.349
H -2.121 -1.425 -5.702
C -5.450 2.400 3.264
C -5.759 0.933 3.736
O -4.642 0.094 3.499
C -3.945 -0.177 4.664
C -2.972 -1.328 4.420
O -4.032 0.337 5.815
H -4.395 2.624 3.421
H -5.864 3.214 3.860
H -5.859 2.649 2.285
H -6.127 0.871 4.760
H -6.568 0.569 3.102
H -2.033 -0.988 4.857
H -2.834 -1.603 3.374
H -3.349 -2.246 4.871
C 1.524 4.906 0.641
C 1.798 5.854 1.783
O 1.021 5.366 2.966
C 0.941 6.218 4.073
C 0.025 5.659 5.132
O 1.688 7.140 4.342
H 1.836 5.317 -0.320
H 0.477 4.648 0.797
H 2.015 3.992 0.977
H 2.853 5.978 2.028
H 1.377 6.859 1.740
H -0.494 4.757 4.808
H -0.853 6.304 5.085
H 0.401 5.534 6.147
C 5.785 -0.239 3.157
C 6.145 1.222 2.972
O 5.323 1.473 1.857
C 5.623 1.294 0.546
C 4.555 1.858 -0.360
O 6.595 0.661 0.120
H 4.999 -0.656 2.528
H 5.499 -0.339 4.204
H 6.721 -0.798 3.152
H 5.781 1.818 3.808
H 7.224 1.314 2.843
H 3.644 2.079 0.195
H 4.417 1.035 -1.062
H 4.907 2.699 -0.958
```

Here are the Mulliken charges for atoms 1 to 5, given in e: number 1, C, carries 0.060; number 2, O, carries -0.451; number 3, P, carries 0.525; number 4, O, carries -0.083; number 5, O, carries -0.131



Which value of energy relative to the best compared isomer or geometry (same formula, charge and spin) does entry 1 give? 0.00 kcal/mol



total charge of number 2 (C33H75HgN6O11)? -1



total charge of number 3 (C33H75O24P3)? 0



Among the records above, which one has the lowest HOMO-LUMO gap? C33H75HgN6O11